The following is a DFT calculation (ωB97M-V with the def2-TZVPD basis set) of C46H126CsF6O23 as an isolated structure at a distorted geometry.

```
! wB97M-V def2-TZVPD RIJCOSX def2/J DEFGRID3
* xyz -1 1
Cs 21.586 9.490 -0.992
C 25.459 12.484 1.177
O 26.158 11.415 1.837
O 26.413 13.391 0.696
C 24.280 12.003 0.205
F 23.107 11.611 0.755
F 23.910 12.790 -0.733
F 24.587 10.905 -0.505
C 25.451 10.565 2.730
C 26.567 9.717 3.341
H 26.903 9.056 2.542
H 27.400 10.385 3.558
H 26.385 9.102 4.222
H 24.751 10.038 2.081
H 24.928 11.002 3.580
H 24.888 12.960 1.974
C 18.223 9.401 -2.977
O 19.441 10.109 -3.295
O 18.576 8.811 -1.795
C 16.849 10.195 -3.003
F 16.867 11.246 -2.157
F 16.626 10.677 -4.305
F 15.739 9.474 -2.649
C 19.639 10.446 -4.679
C 20.986 11.171 -4.813
H 21.147 11.940 -4.057
H 21.669 10.330 -4.689
H 21.112 11.408 -5.870
H 18.914 11.185 -5.019
H 19.633 9.566 -5.322
H 18.115 8.605 -3.714
C 12.368 8.126 -3.065
C 12.131 6.746 -2.521
O 10.980 6.815 -1.683
H 12.389 8.816 -2.221
H 11.568 8.469 -3.721
H 13.276 8.212 -3.662
H 12.995 6.465 -1.918
H 11.989 5.991 -3.295
H 10.370 7.373 -2.171
C 12.950 9.262 2.143
C 11.909 10.116 2.973
O 11.471 9.457 4.101
H 12.319 8.438 1.810
H 13.913 8.928 2.531
H 13.188 9.926 1.312
H 11.032 10.258 2.342
H 12.450 11.044 3.155
H 10.910 10.001 4.659
C 21.031 15.360 -5.183
C 22.220 16.024 -5.858
O 21.802 17.392 -5.894
H 21.052 14.281 -5.035
H 20.139 15.451 -5.803
H 20.886 15.832 -4.211
H 22.387 15.802 -6.912
H 23.171 15.942 -5.332
H 21.234 17.541 -5.135
C 14.529 15.719 -2.735
C 15.661 16.838 -2.567
O 16.119 16.734 -1.209
H 14.386 15.576 -3.806
H 13.650 15.930 -2.126
H 14.981 14.805 -2.351
H 15.188 17.819 -2.615
H 16.596 16.889 -3.124
H 17.023 17.049 -1.283
C 24.928 15.114 -3.460
C 25.885 14.373 -2.657
O 26.287 15.115 -1.539
H 24.294 14.461 -4.059
H 25.234 15.994 -4.027
H 24.329 15.636 -2.714
H 26.732 14.150 -3.306
H 25.503 13.375 -2.443
H 26.430 14.532 -0.790
C 23.759 6.104 -1.186
C 23.543 6.655 -2.535
O 23.892 7.980 -2.468
H 24.719 6.443 -0.796
H 23.693 5.024 -1.316
H 23.047 6.588 -0.517
H 22.480 6.661 -2.777
H 24.102 6.196 -3.350
H 24.215 8.187 -3.348
C 17.421 7.580 1.559
C 16.129 8.169 0.913
O 16.173 7.768 -0.439
H 17.507 7.960 2.577
H 18.306 7.804 0.963
H 17.288 6.502 1.462
H 16.015 9.216 1.195
H 15.309 7.541 1.262
H 16.900 8.225 -0.867
C 16.101 11.251 -8.771
C 15.736 12.549 -7.988
O 15.274 13.446 -9.044
H 16.542 10.520 -8.094
H 16.792 11.372 -9.605
H 15.213 10.817 -9.231
H 16.635 13.025 -7.595
H 15.056 12.450 -7.142
H 14.645 14.050 -8.642
C 21.267 6.011 -5.781
C 21.646 7.483 -5.968
O 22.573 7.605 -6.998
H 20.988 5.533 -6.720
H 20.571 5.797 -4.970
H 22.191 5.540 -5.446
H 21.976 8.127 -5.153
H 20.790 7.956 -6.448
H 22.095 7.546 -7.828
C 18.900 15.174 -2.482
C 19.608 16.266 -1.636
O 18.720 17.360 -1.592
H 17.947 14.869 -2.049
H 19.557 14.304 -2.488
H 18.700 15.580 -3.474
H 20.496 16.705 -2.091
H 19.774 16.001 -0.592
H 19.093 17.913 -0.903
C 21.102 2.008 0.031
C 19.989 2.899 -0.500
O 20.391 4.257 -0.316
H 20.914 0.935 -0.014
H 21.050 2.231 1.096
H 22.100 2.186 -0.371
H 19.012 2.884 -0.017
H 19.940 2.830 -1.586
H 19.747 4.844 -0.718
C 17.546 4.338 -3.402
C 17.589 5.238 -2.179
O 18.811 5.868 -1.902
H 17.829 3.309 -3.180
H 18.057 4.917 -4.172
H 16.513 4.286 -3.745
H 17.227 4.685 -1.313
H 16.808 5.991 -2.282
H 18.547 6.786 -2.000
C 19.218 12.478 0.219
C 18.930 11.600 1.435
O 19.232 10.293 1.228
H 20.300 12.609 0.214
H 18.904 13.512 0.366
H 18.881 12.052 -0.725
H 17.901 11.748 1.762
H 19.518 12.002 2.260
H 18.543 9.947 0.656
C 10.700 13.152 -0.622
C 11.915 13.924 -0.472
O 11.988 14.235 0.893
H 10.679 12.323 0.086
H 10.512 12.860 -1.655
H 9.929 13.862 -0.321
H 11.788 14.802 -1.106
H 12.862 13.465 -0.756
H 12.734 14.836 0.942
C 15.707 13.827 0.653
C 15.155 15.012 1.441
O 14.223 15.751 0.629
H 16.055 14.173 -0.321
H 14.863 13.179 0.416
H 16.494 13.311 1.204
H 16.022 15.628 1.680
H 14.662 14.727 2.370
H 14.653 16.203 -0.100
C 16.585 7.774 -6.204
C 17.921 7.189 -6.720
O 17.845 7.049 -8.147
H 15.775 7.168 -6.611
H 16.658 8.816 -6.516
H 16.528 7.819 -5.117
H 18.016 6.198 -6.276
H 18.735 7.777 -6.296
H 17.081 6.485 -8.288
C 20.634 9.954 -8.660
C 20.859 8.847 -9.723
O 20.499 7.544 -9.172
H 21.298 9.954 -7.796
H 19.628 10.138 -8.281
H 20.912 10.879 -9.164
H 21.895 8.959 -10.044
H 20.170 9.080 -10.535
H 19.552 7.535 -9.016
C 13.365 11.361 -3.480
C 12.694 11.163 -4.827
O 11.394 10.735 -4.743
H 14.201 12.059 -3.446
H 13.771 10.515 -2.926
H 12.717 11.972 -2.851
H 13.145 10.519 -5.582
H 12.572 12.114 -5.346
H 11.221 10.254 -3.931
C 26.210 9.984 -4.678
C 25.370 9.246 -5.743
O 24.491 8.301 -5.150
H 26.772 9.324 -4.017
H 25.592 10.490 -3.936
H 26.841 10.800 -5.029
H 25.936 8.807 -6.564
H 24.770 9.983 -6.278
H 23.877 8.018 -5.831
*
```

Its energy above the lowest of the compared OMol25 structures with the same formula, charge and spin is 0.0 kJ/mol. Its frontier orbital gap is 6.322 eV. The calculated total energy comes out at -4177.8228 Eh.